one | {"formula": "C5H11N", "method": "wB97M-V/def2-TZVPD", "multiplicity": 1, "charge": 0, "homo_ev": -7.7, "orbital_gap_ev": 8.6, "smiles": "CC/C(C)=C/N", "species": ["C", "C", "C", "C", "C", "N", "H", "H", "H", "H", "H", "H", "H", "H", "H", "H", "H"], "xyz": [[1.73, -1.00, 1.12], [1.26, 0.26, 0.37], [-0.18, 0.37, -0.10], [-1.01, 1.65, 0.21], [-0.61, -0.56, -1.03], [-1.97, -0.89, -1.18], [2.77, -0.88, 1.42], [1.74, -1.88, 0.58], [1.00, -1.35, 1.96], [1.91, 0.33, -0.55], [1.40, 1.02, 1.05], [-1.36, 2.25, -0.67], [-1.86, 1.42, 0.90], [-0.32, 2.40, 0.68], [0.11, -1.30, -1.39], [-2.53, -0.16, -1.61], [-2.08, -1.68, -1.77]]}



two | {"formula": "C5H11N", "method": "wB97M-V/def2-TZVPD", "multiplicity": 1, "charge": 0, "homo_ev": -8.6, "orbital_gap_ev": 9.7, "smiles": "C=CC[C@@H](C)N", "species": ["C", "C", "C", "C", "C", "N", "H", "H", "H", "H", "H", "H", "H", "H", "H", "H", "H"], "xyz": [[0.53, -1.71, -1.99], [0.00, -1.33, -0.82], [0.83, -0.45, 0.13], [0.00, 0.90, 0.31], [-1.52, 0.68, 0.55], [0.37, 1.72, 1.47], [0.41, -2.74, -2.35], [1.11, -1.08, -2.59], [-1.00, -1.71, -0.49], [1.01, -0.84, 1.14], [1.72, -0.46, -0.39], [-0.14, 1.28, -0.67], [-1.98, 1.62, 0.76], [-1.91, 0.24, -0.30], [-1.74, 0.06, 1.43], [-0.30, 1.67, 2.23], [1.25, 1.39, 1.89]]}



three | {"formula": "C5H11N", "method": "wB97M-V/def2-TZVPD", "multiplicity": 1, "charge": 0, "homo_ev": -8.0, "orbital_gap_ev": 8.8, "species": ["C", "C", "C", "N", "C", "C", "H", "H", "H", "H", "H", "H", "H", "H", "H", "H", "H"], "xyz": [[-0.53, -1.61, 1.90], [0.08, -0.34, 1.31], [0.02, -0.39, -0.21], [0.19, 1.54, -0.29], [0.62, 0.62, -1.59], [0.01, 2.00, -1.59], [-1.55, -1.76, 1.52], [-0.60, -1.53, 2.99], [0.04, -2.52, 1.66], [-0.48, 0.53, 1.65], [1.12, -0.21, 1.65], [-1.00, -0.59, -0.54], [0.65, -1.23, -0.53], [1.69, 0.58, -1.77], [0.03, -0.02, -2.25], [0.72, 2.75, -1.96], [-1.01, 2.11, -2.00]]}



four | {"formula": "C5H11N", "method": "wB97M-V/def2-TZVPD", "multiplicity": 1, "charge": 0, "homo_ev": -9.0, "orbital_gap_ev": 10.0, "species": ["C", "C", "C", "C", "N", "C", "H", "H", "H", "H", "H", "H", "H", "H", "H", "H", "H"], "xyz": [[0.83, 0.74, 0.37], [0.52, -0.18, -0.75], [-2.03, 0.60, -0.69], [-0.98, -0.27, -0.07], [1.66, 0.34, 1.27], [-1.29, -1.31, 0.69], [0.57, 1.79, 0.20], [3.36, -0.36, 0.25], [1.84, 1.04, 2.00], [0.99, -1.15, -0.66], [0.43, 0.28, -1.73], [3.83, -0.52, -0.39], [-2.02, 0.55, -1.79], [-3.03, 0.32, -0.36], [-1.86, 1.64, -0.43], [-2.31, -1.56, 0.95], [-0.53, -1.95, 1.12]]}



Verdict on stability: one comes out on top.